No. 1
C4H5NO2 | the ωB97M-V functional and the def2-TZVPD basis

The calculation puts the total energy at -360.492483 hartree. For the LUMO energy, the calculation gives 0.11 eV.

Cartesian coordinates (Å):
O (1.08873, -1.50731, 2.17446)
C (0.22355, -1.06021, 1.52224)
N (-0.74897, -0.71251, 0.89259)
C (-1.06289, 0.39541, 0.02792)
C (0.16160, 1.06188, -0.55293)
O (1.11655, 1.59393, 0.40812)
C (1.54019, 0.56149, -0.24113)
H (0.19574, -1.72731, -1.14342)
H (-1.68114, 1.10790, 0.58858)
H (-1.67546, 0.03276, -0.80501)
H (0.03225, 1.69347, -1.42733)
H (0.80986, -1.43950, -1.44408)

Atom charges from the Mulliken analysis, given in e for atoms 1 to 6:
1 O -0.45
2 C 0.74
3 N -0.46
4 C -0.59
5 C 0.31
6 O -0.16

No. 2
C42H49AsN6OPRe | the ωB97M-V functional and the def2-TZVPD basis

The expectation value of S² is 3.7922. As for the spin multiplicity: 4. The calculation puts the total energy at -4688.085361 hartree. The total charge is +3. For the LUMO energy (alpha / beta), the calculation gives -7.57 / -8.78 eV.

Cartesian coordinates (Å):
Re (0.08637, -0.50881, -0.86209)
C (0.27893, -2.89892, 4.94833)
C (-0.72744, -3.20022, 4.04607)
C (-0.93665, -2.34210, 2.95271)
C (-0.13415, -1.16853, 2.81296)
C (0.91567, -0.94815, 3.72342)
C (0.99094, -1.71146, 4.88892)
P (-0.54058, 0.02947, 1.53753)
C (0.48496, 1.49426, 1.78121)
C (4.31429, 2.05397, 3.27044)
C (4.03190, 3.20564, 2.37964)
C (2.24345, 4.17172, 1.72125)
C (0.78851, 3.96741, 1.34882)
C (-0.01879, 2.75193, 1.85223)
C (-2.35891, 0.09711, 1.51138)
C (-3.05888, 0.04211, 2.68668)
C (-4.45053, -0.08279, 2.57043)
C (-5.06278, -0.24698, 1.34464)
C (-4.27813, -0.15948, 0.16920)
C (-4.94332, -0.21658, -1.09051)
C (-4.21765, -0.00768, -2.23785)
C (-2.77062, -0.01837, -2.18739)
C (-2.03237, -0.12731, -1.00143)
C (-2.87927, 0.02220, 0.20911)
H (0.32678, -3.45444, 5.83551)
H (-1.38982, -4.10996, 4.13777)
H (-1.69575, -2.58791, 2.23420)
H (1.46686, -0.06803, 3.55156)
H (1.78494, -1.51738, 5.69887)
H (5.32370, 1.62168, 3.18199)
H (4.80575, 3.97234, 2.32347)
H (2.52559, 5.20571, 1.46584)
H (0.19934, 4.88457, 1.56902)
H (-1.07299, 2.85815, 1.94894)
H (-2.51851, 0.05556, 3.62468)
H (-5.11823, -0.07540, 3.43275)
H (-6.12709, -0.34829, 1.25503)
H (-6.01587, -0.18481, -1.18809)
H (-4.72882, 0.23615, -3.16808)
H (-2.33104, 0.16097, -3.18588)
O (2.05230, -0.94021, -0.37514)
C (2.20522, -2.26879, 0.11722)
C (0.93350, -3.10516, 0.18610)
C (0.83011, -4.34687, 0.70510)
C (-0.33027, -5.15315, 0.65791)
C (-1.48493, -4.54901, 0.15724)
C (-1.38749, -3.21634, -0.22281)
N (-0.18146, -2.48682, -0.29749)
H (2.00965, 0.31658, 1.17882)
H (2.66645, -2.19754, 1.13994)
H (2.94639, -2.78603, -0.51311)
H (1.77688, -4.81181, 1.00650)
H (-0.38834, -6.08466, 1.19287)
H (-2.45045, -5.08898, 0.01711)
H (-2.25778, -2.67742, -0.49989)
C (-1.52379, 4.55491, -0.60623)
N (-0.41206, 3.66231, -0.82995)
C (0.84734, 3.84229, -0.19337)
C (1.57145, 2.54647, -0.61963)
N (0.45340, 1.61382, -1.06644)
C (-0.59027, 2.40175, -1.19231)
H (-1.30747, 5.61991, -0.49847)
H (-1.97469, 4.31183, 0.33562)
H (-2.23595, 4.55176, -1.41591)
H (1.32295, 4.75151, -0.61393)
H (2.16448, 2.85859, -1.46925)
H (-1.59331, 2.06503, -1.48125)
N (1.31163, 3.18171, 4.69741)
C (2.38660, 3.01166, 4.01166)
C (3.44036, 2.04426, 4.26598)
N (1.81162, 1.20934, 1.53124)
C (2.50539, 2.03006, 0.54448)
C (3.23746, 3.20023, 1.01964)
N (2.81006, 3.84768, 3.03557)
H (1.14635, 2.55028, 5.44356)
H (0.58020, 3.79996, 4.52045)
H (3.58876, 1.42242, 5.21427)
H (3.15337, 1.30199, 0.02246)
H (3.82177, 3.67550, 0.19861)
C (0.07978, 1.22561, -4.63136)
C (0.98692, 0.00125, -4.50807)
As (0.26202, -1.41486, -3.34663)
C (1.49736, -2.86112, -3.22221)
C (1.56707, -3.69954, -4.52559)
C (-1.24456, -2.28900, -4.29675)
C (-1.35570, -2.05411, -5.83956)
H (0.69474, 2.13000, -4.78092)
H (-0.51072, 1.52207, -3.72606)
H (-0.62983, 1.16859, -5.43979)
H (1.98329, 0.11897, -4.01918)
H (1.24940, -0.41949, -5.46096)
H (1.14438, -3.50492, -2.40756)
H (2.45318, -2.40634, -2.83905)
H (0.88263, -4.57022, -4.55747)
H (2.54058, -4.08227, -4.72083)
H (1.27513, -3.10784, -5.38221)
H (-2.16921, -1.90189, -3.85891)
H (-1.22113, -3.35775, -4.05884)
H (-1.66768, -1.05140, -6.12047)
H (-2.01285, -2.77105, -6.28704)
H (-0.42007, -2.18110, -6.36843)

Atom charges from the Mulliken analysis, given in e for atoms 1 to 6:
1 Re 1.22
2 C -0.88
3 C -0.66
4 C -1.10
5 C 1.05
6 C -0.57

No. 3
C17H48FGaO11P | the ωB97M-V functional and the def2-TZVPD basis

The calculation puts the total energy at -3870.222444 hartree. The total charge is -1. For the LUMO energy, the calculation gives 2.18 eV.

Cartesian coordinates (Å):
C (-2.62322, 0.31133, 4.36701)
C (-2.40474, -1.06358, 3.79898)
O (-3.01704, -1.50406, 2.85272)
O (-1.46313, -1.74744, 4.44742)
C (-0.93778, -2.91756, 3.77547)
C (0.45737, -3.15080, 4.31435)
C (1.41428, -2.04563, 3.84037)
C (2.01394, -2.32745, 2.46095)
C (2.34336, -1.05961, 1.66334)
C (1.11253, -0.22126, 1.31279)
Ga (1.51070, 1.22826, -0.07379)
C (1.01455, 0.55709, -1.93744)
C (0.14715, 1.41989, -2.82561)
C (0.09048, 0.97410, -4.28000)
F (-1.18536, 1.41476, -2.35379)
P (0.21113, 3.11782, 0.63658)
O (0.84348, 4.45745, 0.50537)
O (-1.32874, 3.13467, 0.03398)
O (-0.22191, 2.88561, 2.20221)
H (-2.36647, 1.03988, 3.59631)
H (-3.67819, 0.43539, 4.61182)
H (-2.00739, 0.48928, 5.24541)
H (-1.59988, -3.76079, 3.96843)
H (-0.91818, -2.71490, 2.70231)
H (0.80378, -4.13736, 3.99658)
H (0.40050, -3.15420, 5.40742)
H (2.20478, -1.90267, 4.58348)
H (0.85105, -1.11026, 3.80575)
H (1.27409, -2.88812, 1.87247)
H (2.89215, -2.97302, 2.57921)
H (3.06342, -0.44454, 2.21645)
H (2.85868, -1.36703, 0.74486)
H (0.74664, 0.27753, 2.21892)
H (0.31585, -0.87030, 0.92505)
H (3.04216, 1.61338, -0.07104)
H (0.55526, -0.44014, -1.89524)
H (1.96429, 0.43595, -2.47516)
H (0.48802, 2.46383, -2.78761)
H (-0.04426, -0.11095, -4.31644)
H (1.02114, 1.21755, -4.79260)
H (-0.75836, 1.44815, -4.77975)
H (-1.32066, 3.51084, -0.85386)
H (-0.69483, 2.05049, 2.29162)
C (6.26404, 2.58164, -1.26492)
O (5.18965, 1.87214, -1.83662)
H (6.37022, 2.22694, -0.24087)
H (7.21071, 2.40658, -1.79214)
H (6.07659, 3.66042, -1.23045)
H (5.03678, 2.17211, -2.73992)
C (-5.12283, 0.58505, 0.57258)
O (-5.43245, -0.44150, 1.50518)
H (-6.04621, 0.83965, 0.05362)
H (-4.74467, 1.48915, 1.05639)
H (-4.38825, 0.25580, -0.16776)
H (-4.61385, -0.67279, 1.96476)
C (-1.87296, -6.14725, 6.25377)
O (-1.07049, -5.85910, 5.11857)
H (-1.71440, -5.33844, 6.96386)
H (-2.93644, -6.18503, 6.00223)
H (-1.58571, -7.08985, 6.72852)
H (-1.19796, -6.56128, 4.47454)
C (4.45297, 0.91405, -5.61546)
O (3.97756, 1.70279, -4.53581)
H (4.87798, 0.01339, -5.17826)
H (3.64265, 0.62662, -6.29056)
H (5.23160, 1.42785, -6.18733)
H (3.57059, 2.49976, -4.88772)
C (-4.41792, 4.36721, -1.35814)
O (-4.39842, 3.67974, -0.12386)
H (-5.44512, 4.35326, -1.72151)
H (-4.10187, 5.41063, -1.25443)
H (-3.78297, 3.87983, -2.10608)
H (-3.48476, 3.68498, 0.19292)
C (-0.40218, -1.17546, -7.71698)
O (0.02208, 0.14829, -7.44050)
H (0.49426, -1.79018, -7.76733)
H (-1.04651, -1.56915, -6.92606)
H (-0.92771, -1.24835, -8.67427)
H (-0.75467, 0.70889, -7.36526)

Atom charges from the Mulliken analysis, given in e for atoms 1 to 6:
1 C -0.91
2 C 0.99
3 O -0.73
4 O -0.35
5 C -0.45
6 C -0.82

No. 4
C25H39N14O | the ωB97M-V functional and the def2-TZVPD basis

The calculation puts the total energy at -1817.356699 hartree. The total charge is +1. For the LUMO energy, the calculation gives -4.37 eV.

Cartesian coordinates (Å):
C (-3.03926, 2.44834, 2.85747)
C (-2.82816, 2.10771, 1.72862)
N (-2.52581, 1.76640, 0.40644)
C (-1.12005, 1.49531, 0.46286)
N (-0.76160, 0.29576, 0.82986)
N (-0.25279, 2.53275, 0.16517)
O (0.93932, 2.33642, 0.86498)
H (-3.01282, 2.64261, 3.91318)
H (-2.64428, 2.57918, -0.20007)
H (0.01783, 0.17101, 1.49275)
H (-1.31426, -0.49130, 0.50417)
H (-0.07314, 2.57468, -0.84311)
H (1.40120, 3.19558, 0.85633)
C (3.46927, 0.98583, -1.16268)
C (4.30759, -0.21392, -1.05628)
N (4.96284, -1.15169, -0.96808)
H (4.06816, 1.87442, -0.96871)
H (3.04546, 1.05243, -2.16400)
H (2.66383, 0.93184, -0.43224)
C (3.54118, -2.72242, 1.77017)
C (2.68844, -1.53656, 1.62345)
N (2.01218, -0.61170, 1.51325)
H (3.42878, -3.15261, 2.76462)
H (3.26742, -3.46992, 1.02737)
H (4.58420, -2.44303, 1.62511)
C (-6.07956, 3.40668, 0.19817)
C (-6.69430, 4.25106, -0.84355)
N (-7.16969, 4.86378, -1.68845)
H (-6.83718, 2.76748, 0.64708)
H (-5.30415, 2.78109, -0.24159)
H (-5.63980, 4.03421, 0.97179)
C (-7.31925, 2.03433, -4.51429)
C (-6.06870, 1.58637, -3.88757)
N (-5.10847, 1.30605, -3.33904)
H (-7.69909, 2.90856, -3.98714)
H (-7.13747, 2.29461, -5.55533)
H (-8.06002, 1.23824, -4.46911)
C (-3.12283, -1.30974, -3.83010)
C (-1.92423, -1.50654, -3.01786)
N (-0.99327, -1.66060, -2.37626)
H (-3.65093, -0.44081, -3.45553)
H (-2.84593, -1.14586, -4.86982)
H (-3.76744, -2.18439, -3.76550)
C (1.86641, -4.19967, -3.16179)
C (1.22404, -5.25641, -3.95465)
N (0.72406, -6.08506, -4.57180)
H (1.30093, -4.02844, -2.25223)
H (2.87961, -4.49729, -2.90046)
H (1.90425, -3.27565, -3.73679)
C (-6.69717, 7.41490, -3.93781)
C (-7.30862, 8.19773, -5.02117)
N (-7.78619, 8.80693, -5.86749)
H (-7.44252, 6.76904, -3.47947)
H (-5.89135, 6.80082, -4.33583)
H (-6.29391, 8.08462, -3.18057)
C (2.97060, 4.63633, 4.05392)
C (2.99579, 4.42355, 2.60171)
N (3.02597, 4.25734, 1.46627)
H (1.94356, 4.60371, 4.41225)
H (3.54796, 3.85842, 4.54960)
H (3.40123, 5.60746, 4.29050)
C (5.82392, -5.57717, 3.91802)
C (4.48108, -5.14088, 4.32600)
N (3.43097, -4.81306, 4.65722)
H (6.42650, -4.71567, 3.63662)
H (6.31167, -6.09226, 4.74305)
H (5.74736, -6.25275, 3.06776)
C (6.86784, -1.35866, 5.46338)
C (7.71562, -2.55839, 5.49510)
N (8.38630, -3.48903, 5.52563)
H (7.47494, -0.47456, 5.64830)
H (6.39287, -1.26782, 4.48800)
H (6.09859, -1.43105, 6.23009)
C (1.03554, -7.37091, -0.12752)
C (1.46038, -5.96398, -0.12431)
N (1.79220, -4.86451, -0.12173)
H (1.37991, -7.85713, -1.03849)
H (1.45677, -7.88478, 0.73406)
H (-0.05029, -7.42737, -0.08191)

Atom charges from the Mulliken analysis, given in e for atoms 1 to 6:
1 C -0.35
2 C -0.10
3 N -0.17
4 C 0.16
5 N -0.16
6 N -0.16

No. 5
C6H15O7PS | the ωB97M-V functional and the def2-TZVPD basis

The calculation puts the total energy at -1503.866682 hartree. For the LUMO energy, the calculation gives 0.72 eV.

Cartesian coordinates (Å):
C (-1.95633, 1.40957, 5.27527)
O (-1.57394, 0.18979, 4.62412)
S (-2.82069, -0.73220, 4.10309)
O (-3.64522, 0.13265, 3.27865)
O (-1.89136, -1.63894, 3.16654)
P (-1.32786, -1.37800, 1.58925)
C (-0.95940, 0.41263, 1.61156)
O (-2.73165, -1.39925, 0.75061)
H (-1.03037, 1.94366, 5.47281)
H (-2.59968, 2.00504, 4.62778)
H (-2.46526, 1.20331, 6.22009)
H (-0.10246, 0.58094, 2.26489)
H (-1.79553, 1.02296, 1.95535)
H (-0.68529, 0.69725, 0.59295)
H (-3.13605, -0.53213, 0.61704)
C (3.88965, 0.18215, -4.33760)
C (3.72167, -0.46179, -2.98009)
O (2.57778, 0.06768, -2.27968)
C (1.40236, -0.43281, -2.65223)
O (1.21820, -1.28873, -3.47824)
O (0.44835, 0.16767, -1.93509)
C (-0.88000, -0.27777, -2.22488)
H (3.94287, 1.26692, -4.24127)
H (4.81318, -0.16978, -4.79850)
H (3.05847, -0.07379, -4.99273)
H (4.56140, -0.23476, -2.32660)
H (3.61905, -1.54330, -3.05978)
H (-0.95666, -1.35946, -2.14078)
H (-1.18450, 0.03985, -3.22088)
H (-1.51070, 0.20063, -1.48166)

Atom charges from the Mulliken analysis, given in e for atoms 1 to 6:
1 C -0.68
2 O -0.22
3 S 0.60
4 O -0.54
5 O -0.24
6 P 0.29